# 1
A cluster of 3 separate species, CH2N4O2 in total at a distorted geometry, computed with ωB97M-V/def2-TZVPD.

Structure (XYZ):
```
9
Properties=species:S:1:pos:R:3:mulliken_charge:R:1
C 4.41 -0.28 -0.14 0.705
N -0.07 0.00 -0.42 0.062
N 0.17 2.53 0.14 -0.120
N 1.07 -0.20 -0.67 -0.490
N 1.16 2.61 -0.38 0.019
O 3.89 -1.17 0.35 -0.349
O 4.97 0.60 -0.62 -0.365
H -0.85 -0.67 -0.60 0.232
H -0.39 0.95 0.03 0.307
```

Results
net charge = 0
gap between HOMO and LUMO = 9.34 eV
relative energy (zero: lowest compared OMol25 entry of this formula, charge and spin) = 1.5 kcal per mole

---

# 2
An isolated molecule of CH2N4O2 at a distorted geometry, computed with ωB97M-V/def2-TZVPD.

Structure (XYZ):
```
9
Properties=species:S:1:pos:R:3:mulliken_charge:R:1
C 1.09 -1.22 0.00 0.183
N 0.88 0.12 0.01 -0.795
N 0.25 -2.13 0.03 -0.296
N -0.37 0.53 0.02 1.274
N -1.41 -0.18 -0.04 -0.213
O -2.57 0.17 -0.04 -0.467
O -0.47 1.91 0.04 -0.484
H 2.16 -1.44 -0.02 0.355
H 0.44 2.25 0.00 0.443
```

Results
net charge = 0
gap between HOMO and LUMO (spin up / spin down) = 6.73 / 6.52 eV
relative energy (zero: lowest compared OMol25 entry of this formula, charge and spin) = 179.8 kcal per mole

---

# 3
A cluster of 2 separate species, CH2N4O2 in total at a distorted geometry, computed with ωB97M-V/def2-TZVPD.

Structure (XYZ):
```
9
Properties=species:S:1:pos:R:3:mulliken_charge:R:1
C 1.40 -0.32 -0.29 0.535
N 2.47 -0.21 -0.68 -0.385
N -0.55 1.50 -0.28 -0.331
N 0.28 -0.25 0.33 -0.425
N -0.67 -1.20 0.17 1.171
O -0.30 -2.30 -0.09 -0.561
O -1.82 -0.90 0.38 -0.592
H 0.38 1.94 -0.08 0.286
H -1.19 1.74 0.53 0.302
```

Results
net charge = 0
gap between HOMO and LUMO (spin up / spin down) = 8.54 / 8.56 eV
relative energy (zero: lowest compared OMol25 entry of this formula, charge and spin) = 149.1 kcal per mole

---

# 4
A cluster of 2 separate species, CH2N4O2 in total at a distorted geometry, computed with ωB97M-V/def2-TZVPD.

Structure (XYZ):
```
9
Properties=species:S:1:pos:R:3:mulliken_charge:R:1
H -3.02 -0.32 -1.04 0.262
N -2.26 0.30 -1.31 -0.538
N -1.18 -0.23 -1.36 0.450
N -0.01 -0.15 -1.28 0.101
N 1.06 -0.51 -2.22 -0.462
H 1.91 -0.49 -1.66 0.190
O 0.07 0.23 2.76 -0.354
C 1.17 0.47 2.96 0.695
O 2.27 0.70 3.16 -0.344
```

Results
net charge = 0
gap between HOMO and LUMO (spin up / spin down) = 8.66 / 8.66 eV
structure (SMILES) = [H]/N=N/N=N/[H].O=C=O
relative energy (zero: lowest compared OMol25 entry of this formula, charge and spin) = 76.1 kcal per mole

---

# 5
An isolated molecule of CH2N4O2S2 at a distorted geometry, computed with ωB97M-V/def2-TZVPD.

Structure (XYZ):
```
11
Properties=species:S:1:pos:R:3:mulliken_charge:R:1
C 1.04 -0.16 1.30 0.063
N -2.06 0.57 -1.21 -0.643
N -1.72 -0.24 -2.00 0.935
N 0.29 -0.53 0.30 -0.370
N -1.49 -0.98 -2.79 -0.421
O -1.14 1.45 1.00 -0.576
O 0.24 1.62 -1.06 -0.517
S 2.32 -1.20 1.99 -0.181
S -0.62 0.90 -0.22 1.170
H 1.01 0.88 1.59 0.342
H 2.12 -2.31 1.10 0.198
```

Results
net charge = 0
gap between HOMO and LUMO = 10.31 eV
relative energy (zero: lowest compared OMol25 entry of this formula, charge and spin) = 34.7 kcal per mole

---

# 6
A cluster of 2 separate species, CH2N4O3 in total at a distorted geometry, computed with ωB97M-V/def2-TZVPD.

Structure (XYZ):
```
10
Properties=species:S:1:pos:R:3:mulliken_charge:R:1
C -1.18 1.61 -1.40 0.373
N -1.48 2.46 -2.10 -0.359
N -0.83 0.61 -0.61 0.000
N 0.09 0.77 0.35 -0.236
N -1.06 1.16 1.89 0.930
O -2.18 1.25 1.52 -0.477
O -0.50 1.25 2.93 -0.526
O 0.58 -0.48 0.71 -0.368
H -1.32 -0.28 -0.69 0.270
H 1.36 -0.30 1.26 0.392
```

Results
net charge = 0
gap between HOMO and LUMO (spin up / spin down) = 9.06 / 9.06 eV
relative energy (zero: lowest compared OMol25 entry of this formula, charge and spin) = 45.5 kcal per mole

---

# 7
An isolated molecule of CH2N4OS at a distorted geometry, computed with ωB97M-V/def2-TZVPD.

Structure (XYZ):
```
9
Properties=species:S:1:pos:R:3:mulliken_charge:R:1
O 0.10 -1.22 -1.28 -0.597
C 0.19 -0.34 -0.45 0.379
N 1.36 0.07 0.09 0.116
N 1.21 0.91 1.06 -0.330
N -0.07 1.24 1.07 -0.243
N -0.63 0.61 -0.04 0.234
S -2.36 0.29 -0.32 -0.113
H 2.27 -0.39 0.43 0.342
H -2.09 -1.16 -0.57 0.211
```

Results
net charge = 0
gap between HOMO and LUMO = 9.89 eV
structure (SMILES) = O=c1[nH]nnn1S
relative energy (zero: lowest compared OMol25 entry of this formula, charge and spin) = 10.8 kcal per mole

---

# 8
An isolated molecule of CH2N4OS at a distorted geometry, computed with ωB97M-V/def2-TZVPD.

Structure (XYZ):
```
9
Properties=species:S:1:pos:R:3:mulliken_charge:R:1
H 0.15 2.17 0.01 0.235
N -0.65 1.74 -0.20 -0.556
C -0.73 0.52 -0.10 0.518
N -1.94 -0.23 -0.18 -0.203
N -1.60 -1.51 -0.17 0.015
O -0.16 -1.63 -0.16 -0.130
N 0.31 -0.38 0.21 0.084
S 1.92 -0.35 -0.29 -0.142
H 2.69 -0.32 0.89 0.179
```

Results
net charge = 0
gap between HOMO and LUMO = 8.95 eV
structure (SMILES) = [H]/N=c1/nnon1S
relative energy (zero: lowest compared OMol25 entry of this formula, charge and spin) = 59.9 kcal per mole

---

# 9
The ion CH2NO2 with charge -1 at a distorted geometry, computed with ωB97M-V/def2-TZVPD.

Structure (XYZ):
```
6
Properties=species:S:1:pos:R:3:mulliken_charge:R:1
N 0.78 0.21 -0.18 -0.554
C -0.67 -0.04 -0.14 0.585
O -1.33 0.79 0.51 -0.719
O -1.03 -1.04 -0.81 -0.739
H 1.28 -0.67 -0.03 0.198
H 0.97 0.76 0.65 0.228
```

Results
net charge = -1
gap between HOMO and LUMO = 8.61 eV
structure (SMILES) = NC(=O)[O-]
relative energy (zero: lowest compared OMol25 entry of this formula, charge and spin) = 0.5 kcal per mole

---

# 10
A cluster of 2 separate species, CH2NO2 in total at a distorted geometry, computed with ωB97M-V/def2-TZVPD.

Structure (XYZ):
```
6
Properties=species:S:1:pos:R:3:mulliken_charge:R:1
C 0.04 -2.37 -0.51 0.442
N -0.87 -1.69 -0.29 -0.713
O 0.91 -3.05 -0.87 -0.601
O -0.29 0.76 0.31 -0.864
H -0.56 -0.27 -0.06 0.473
H 0.52 0.66 0.84 0.263
```

Results
net charge = -1
gap between HOMO and LUMO = 8.76 eV
relative energy (zero: lowest compared OMol25 entry of this formula, charge and spin) = 11.9 kcal per mole

---

# 11
A cluster of 2 separate species, CH2NO2S in total at a distorted geometry, computed with ωB97M-V/def2-TZVPD.

Structure (XYZ):
```
7
Properties=species:S:1:pos:R:3:mulliken_charge:R:1
C 1.25 -1.42 0.22 0.676
N -0.54 0.89 -0.30 -0.572
O 1.71 -0.88 1.12 -0.369
O 0.83 -2.16 -0.54 -0.346
S -2.16 0.54 0.11 -0.789
H -0.70 1.53 -1.12 0.209
H -0.40 1.49 0.51 0.190
```

Results
net charge = -1
gap between HOMO and LUMO = 5.14 eV
relative energy (zero: lowest compared OMol25 entry of this formula, charge and spin) = 13.5 kcal per mole

---

# 12
The ion CH2NO2S3 with charge -1 at a distorted geometry, computed with ωB97M-V/def2-TZVPD.

Structure (XYZ):
```
9
Properties=species:S:1:pos:R:3:mulliken_charge:R:1
C -0.85 -1.03 -0.17 0.376
N 0.24 -0.50 -0.57 -0.431
O 2.39 0.55 0.66 -0.651
O 2.57 -1.30 -1.28 -0.505
S -1.13 -2.44 0.68 -0.523
S -2.40 -0.01 -0.38 -0.300
S 1.76 -1.02 -0.12 0.646
H -3.08 -1.20 -0.18 0.130
H 2.30 1.47 0.79 0.258
```

Results
net charge = -1
gap between HOMO and LUMO = 7.52 eV
relative energy (zero: lowest compared OMol25 entry of this formula, charge and spin) = 36.6 kcal per mole

---

# 13
The ion CH2NO3S with charge -1 at a distorted geometry, computed with ωB97M-V/def2-TZVPD.

Structure (XYZ):
```
8
Properties=species:S:1:pos:R:3:mulliken_charge:R:1
C 0.47 0.07 0.04 -0.600
N -0.84 0.86 -0.34 0.800
O -1.35 1.52 0.52 -0.537
O -1.31 0.72 -1.48 -0.583
O 0.97 -2.47 0.62 -0.661
S 0.16 -1.33 1.18 -0.011
H 0.87 -0.21 -0.92 0.295
H 1.03 0.85 0.38 0.298
```

Results
net charge = -1
gap between HOMO and LUMO = 6.16 eV
relative energy (zero: lowest compared OMol25 entry of this formula, charge and spin) = 101.6 kcal per mole

---

# 14
A cluster of 2 separate species, CH2NO3S in total at a distorted geometry, computed with ωB97M-V/def2-TZVPD.

Structure (XYZ):
```
8
Properties=species:S:1:pos:R:3:mulliken_charge:R:1
C -2.54 0.31 -1.89 0.673
N -0.09 0.25 -0.07 -0.631
O -2.12 -0.70 -2.27 -0.353
O -2.99 1.37 -1.92 -0.403
O -2.69 -0.27 0.65 -0.655
S -1.44 0.46 1.18 -0.062
H 0.55 -0.38 0.32 0.224
H 0.33 1.16 0.05 0.207
```

Results
net charge = -1
gap between HOMO and LUMO = 5.71 eV
relative energy (zero: lowest compared OMol25 entry of this formula, charge and spin) = 24.3 kcal per mole

---

# 15
A cluster of 3 separate species, CH2NO3S in total at a distorted geometry, computed with ωB97M-V/def2-TZVPD.

Structure (XYZ):
```
8
Properties=species:S:1:pos:R:3:mulliken_charge:R:1
C -1.11 -0.09 2.11 0.157
N -0.78 0.12 3.19 -0.479
O -1.62 1.96 -2.18 -0.499
O -0.14 0.05 -2.35 -0.433
O -2.05 -1.00 -0.26 -0.965
S -1.51 0.48 -2.26 0.733
H -1.59 -0.13 1.11 0.269
H -1.39 -1.78 -0.49 0.217
```

Results
net charge = -1
gap between HOMO and LUMO (spin up / spin down) = 8.30 / 8.30 eV
relative energy (zero: lowest compared OMol25 entry of this formula, charge and spin) = 39.3 kcal per mole

---

# 16
The ion CH2NO3S with charge -1 at a distorted geometry, computed with ωB97M-V/def2-TZVPD.

Structure (XYZ):
```
8
Properties=species:S:1:pos:R:3:mulliken_charge:R:1
C 0.03 -0.53 0.72 -0.253
N 0.13 -1.37 -0.20 -0.449
S 2.23 -1.70 -0.34 1.008
O 2.49 -2.37 0.88 -0.560
O 2.78 -0.36 -0.32 -0.588
O 2.31 -2.53 -1.54 -0.603
H -1.04 -0.45 1.25 0.211
H 0.97 -0.23 1.32 0.233
```

Results
net charge = -1
gap between HOMO and LUMO = 8.90 eV
structure (SMILES) = C=NS(=O)(=O)[O-]
relative energy (zero: lowest compared OMol25 entry of this formula, charge and spin) = 36.9 kcal per mole

---

# 17
The ion CH2NO3S with charge -1 at a distorted geometry, computed with ωB97M-V/def2-TZVPD.

Structure (XYZ):
```
8
Properties=species:S:1:pos:R:3:mulliken_charge:R:1
C -0.23 0.72 -0.64 -0.108
N -1.20 0.44 0.68 -0.284
O -3.82 0.06 0.75 -0.542
O -2.59 -1.26 -0.81 -0.597
O -0.85 1.74 -0.01 -0.328
S -2.82 0.11 -0.29 0.396
H 0.82 0.76 -0.48 0.248
H -0.73 0.24 -1.47 0.216
```

Results
net charge = -1
gap between HOMO and LUMO = 7.79 eV
relative energy (zero: lowest compared OMol25 entry of this formula, charge and spin) = 92.4 kcal per mole

---

# 18
The ion CH2NO3S with charge -1 at a distorted geometry, computed with ωB97M-V/def2-TZVPD.

Structure (XYZ):
```
8
Properties=species:S:1:pos:R:3:mulliken_charge:R:1
O 0.30 -0.76 -1.28 -0.771
C -0.02 -0.22 -0.17 0.745
O -0.38 1.14 -0.15 -0.526
O 0.84 -0.40 0.83 -0.520
N -1.27 -1.12 -0.07 -0.188
S -2.71 -0.76 -0.54 -0.340
H -1.01 1.32 -0.80 0.308
H 1.38 -1.04 0.38 0.293
```

Results
net charge = -1
gap between HOMO and LUMO (spin up / spin down) = 6.87 / 6.87 eV
structure (SMILES) = [O-]C(O)(O)N=S
relative energy (zero: lowest compared OMol25 entry of this formula, charge and spin) = 55.7 kcal per mole

---

# 19
A structure of composition CH2NO3S at a distorted geometry, computed with ωB97M-V/def2-TZVPD.

Structure (XYZ):
```
8
Properties=species:S:1:pos:R:3:mulliken_charge:R:1
C 0.88 -0.48 0.14 0.561
N -0.20 0.37 0.21 -0.031
O -0.04 1.81 0.04 -0.396
O 0.51 -1.76 0.04 -0.523
O 1.99 -0.03 0.09 -0.635
S -1.87 -0.30 0.08 -0.603
H -0.59 -1.51 0.13 0.309
H -0.69 1.90 -0.72 0.317
```

Results
net charge = -1
gap between HOMO and LUMO = 7.12 eV
relative energy (zero: lowest compared OMol25 entry of this formula, charge and spin) = 44.7 kcal per mole

---

# 20
The ion CH2NO3S with charge -1 at a distorted geometry, computed with ωB97M-V/def2-TZVPD.

Structure (XYZ):
```
8
Properties=species:S:1:pos:R:3:mulliken_charge:R:1
C 1.72 0.58 0.30 0.074
N -1.86 0.31 1.01 -0.569
O 0.64 0.11 -0.09 -0.431
O 2.17 1.71 0.26 -0.587
O -1.35 1.42 -1.28 -0.584
S -0.99 1.26 0.16 0.509
H 2.34 -0.17 0.76 0.369
H -2.21 -0.35 0.34 0.219
```

Results
net charge = -1
gap between HOMO and LUMO = 9.04 eV
relative energy (zero: lowest compared OMol25 entry of this formula, charge and spin) = 21.7 kcal per mole